C33H27HfIN4O6S2 | ωB97M-V/def2-TZVPD

```
74
Properties=species:S:1:pos:R:3:nbo_charge:R:1
Hf -0.211 1.091 -0.852 1.863
C -1.242 4.470 -1.043 -0.418
N -1.533 3.245 -0.222 -0.525
C -1.244 3.572 1.189 -0.238
C 0.250 3.682 1.389 -0.216
N 0.881 2.346 1.293 -0.499
C 0.641 1.641 2.571 -0.406
C 2.306 2.459 0.988 0.081
C 3.254 2.479 2.007 -0.189
C 4.606 2.590 1.719 -0.231
C 5.018 2.689 0.398 -0.203
C 4.076 2.677 -0.618 -0.197
C 2.713 2.565 -0.345 -0.142
S 1.581 2.620 -1.713 -0.267
C -2.925 2.917 -0.504 0.078
C -3.957 3.185 0.381 -0.211
C -5.270 2.877 0.026 -0.243
C -5.527 2.336 -1.225 -0.202
C -4.480 2.071 -2.103 -0.220
C -3.159 2.342 -1.755 -0.144
S -1.813 1.886 -2.813 -0.267
H -1.754 5.313 -0.569 0.186
H -1.615 4.328 -2.050 0.247
H -0.178 4.647 -1.110 0.226
H -1.663 2.796 1.830 0.218
H -1.722 4.515 1.468 0.203
H 0.468 4.119 2.368 0.198
H 0.694 4.330 0.642 0.232
H 0.847 2.301 3.419 0.182
H 1.273 0.765 2.646 0.224
H -0.390 1.308 2.630 0.217
H 2.944 2.395 3.039 0.207
H 5.330 2.594 2.524 0.216
H 6.072 2.767 0.155 0.219
H 4.387 2.741 -1.654 0.226
H -3.759 3.634 1.347 0.209
H -6.076 3.074 0.721 0.217
H -6.544 2.102 -1.518 0.219
H -4.673 1.612 -3.065 0.229
I -2.891 -0.386 0.341 0.345
C -2.008 -2.117 -0.425 -0.130
C -2.424 -3.298 0.109 -0.271
C -1.996 -4.511 -0.489 -0.212
C -1.249 -4.481 -1.628 -0.184
C -0.830 -3.248 -2.199 -0.078
C -0.119 -3.215 -3.426 -0.198
C 0.281 -2.022 -3.952 -0.196
C 0.093 -0.822 -3.224 -0.199
C -0.583 -0.790 -2.026 -0.542
C -1.132 -2.021 -1.554 -0.035
H -3.085 -3.319 0.965 0.232
H -2.307 -5.455 -0.058 0.221
H -0.971 -5.404 -2.126 0.216
H 0.074 -4.148 -3.946 0.211
H 0.792 -1.996 -4.908 0.214
H 0.509 0.092 -3.640 0.221
O 1.769 -0.352 -0.640 -0.639
C 1.138 -0.883 0.284 0.784
O 0.106 -0.276 0.774 -0.826
C 1.455 -2.238 0.806 -0.094
C 0.612 -2.859 1.714 -0.137
C 0.895 -4.158 2.070 0.020
C 1.970 -4.862 1.573 -0.151
C 2.774 -4.203 0.670 0.012
C 2.541 -2.911 0.264 -0.127
N 3.931 -4.949 0.097 0.537
O 4.616 -4.375 -0.717 -0.356
O 4.112 -6.079 0.497 -0.366
N -0.023 -4.865 3.005 0.536
O -1.058 -4.306 3.296 -0.367
O 0.316 -5.958 3.401 -0.362
H -0.259 -2.351 2.102 0.276
H 2.171 -5.879 1.868 0.287
H 3.177 -2.433 -0.470 0.280
```

Calculated values
Energy above the lowest of the compared OMol25 structures with the same formula, charge and spin: 0.00 kcal per mole
HOMO energy: -7.4596 eV
Total energy: -3086.2512 a.u.
Largest force on an atom: 1.19 eV Å⁻¹
Frontier orbital gap: 6.46 eV

---

C33H27N5O2S2Ti | ωB97M-V/def2-TZVPD

```
70
Properties=species:S:1:pos:R:3:nbo_charge:R:1
Ti 0.064 0.095 -0.045 1.655
C 3.845 -0.556 0.264 -0.608
C 3.359 -1.078 1.584 -0.016
C 4.179 -1.027 2.704 -0.216
C 3.766 -1.562 3.914 -0.228
C 2.524 -2.168 4.002 -0.214
C 1.680 -2.238 2.900 0.006
C 0.338 -2.898 3.027 -0.640
C 2.101 -1.670 1.694 0.156
N 1.233 -1.603 0.572 -0.798
C 1.044 -2.773 -0.073 0.633
O 1.476 -3.892 0.206 -0.656
C 0.202 -2.577 -1.310 0.148
C -0.119 -3.591 -2.198 -0.211
C -0.812 -3.257 -3.356 -0.161
C -1.134 -1.926 -3.601 -0.215
C -0.776 -0.981 -2.655 0.148
N -0.137 -1.309 -1.538 -0.523
C -1.063 0.490 -2.788 0.624
O -1.621 0.896 -3.808 -0.652
N -0.619 1.185 -1.708 -0.820
C -0.745 2.601 -1.885 0.248
C 0.201 3.267 -2.663 -0.021
C 1.296 2.509 -3.353 -0.626
C 0.102 4.644 -2.805 -0.216
C -0.918 5.350 -2.189 -0.222
C -1.855 4.672 -1.431 -0.201
C -1.785 3.292 -1.272 -0.043
C -2.808 2.569 -0.448 -0.603
H 4.753 0.031 0.395 0.210
H 3.100 0.081 -0.236 0.218
H 4.066 -1.385 -0.413 0.218
H 5.151 -0.556 2.622 0.200
H 4.404 -1.498 4.784 0.201
H 2.187 -2.579 4.946 0.199
H -0.039 -2.810 4.047 0.207
H 0.417 -3.955 2.767 0.234
H -0.394 -2.457 2.348 0.232
H 0.192 -4.598 -1.958 0.244
H -1.082 -4.026 -4.070 0.213
H -1.649 -1.591 -4.488 0.246
H 1.716 1.737 -2.697 0.221
H 2.100 3.182 -3.651 0.205
H 0.914 2.015 -4.247 0.222
H 0.850 5.167 -3.389 0.193
H -0.974 6.424 -2.288 0.198
H -2.645 5.215 -0.930 0.199
H -3.568 3.265 -0.100 0.205
H -2.352 2.099 0.432 0.234
H -3.294 1.783 -1.026 0.218
S -3.724 -1.129 2.245 0.377
C -4.073 -1.387 0.587 -0.401
C -3.035 -1.026 -0.215 -0.263
C -1.897 -0.509 0.484 -0.455
C -2.161 -0.512 1.827 -0.293
C -1.200 -0.047 2.815 0.208
C -1.452 -0.028 4.184 -0.219
C -0.464 0.414 5.040 -0.158
C 0.753 0.817 4.509 -0.269
C 0.921 0.772 3.138 0.108
N -0.026 0.357 2.296 -0.525
H -5.027 -1.782 0.298 0.223
H -3.093 -1.111 -1.293 0.215
H -2.412 -0.353 4.556 0.211
H -0.638 0.442 6.106 0.208
H 1.563 1.161 5.132 0.220
H 1.852 1.087 2.676 0.235
S 1.568 2.302 0.318 -0.303
C 0.406 3.140 1.199 0.085
N -0.389 3.719 1.808 -0.449
```

Calculated values
Spin multiplicity: 2
Energy above the lowest of the compared OMol25 structures with the same formula, charge and spin: 5.46 kcal per mole
Expectation value of S²: 0.75
HOMO energy (alpha / beta): -4.5794 / -5.3771 eV
Total energy: -3344.0977 a.u.
Largest force on an atom: 1.64 eV Å⁻¹
Frontier orbital gap (alpha / beta): 6.98 / 7.62 eV
Charge: -1

---

C33H28BCl2N4O8S2W | ωB97M-V/def2-TZVPD

```
79
Properties=species:S:1:pos:R:3:lowdin_charge:R:1
W 0.466 0.317 0.965 1.723
O 0.991 -2.927 -4.203 0.081
C 0.727 -2.119 -3.149 -0.272
C -0.168 -2.496 -2.140 0.068
C -0.347 -1.636 -1.089 -0.196
N 0.320 -0.485 -1.021 0.005
C 1.123 -0.087 -1.999 -0.149
C 1.356 -0.880 -3.102 0.094
C 1.664 1.312 -1.737 -0.595
O 2.124 1.960 -2.656 0.076
O 1.461 1.677 -0.517 -0.127
C -1.371 -1.769 0.041 -0.591
O -2.172 -2.678 0.051 0.084
O -1.323 -0.756 0.854 -0.204
H 0.519 -3.759 -4.093 0.110
H -0.720 -3.428 -2.163 0.136
H 2.025 -0.543 -3.881 0.142
C -3.705 1.006 -4.750 -0.047
C -3.913 0.415 -3.349 -0.552
C -5.401 0.123 -3.118 -0.046
C -3.145 -0.903 -3.262 -0.054
C -3.436 1.426 -2.303 -0.154
C -4.037 2.697 -2.253 -0.040
C -3.662 3.635 -1.319 -0.078
C -2.652 3.308 -0.418 -0.456
S -1.962 4.298 0.821 1.130
C -0.868 3.021 1.204 -0.573
N -1.023 1.917 0.517 -0.040
C -2.030 2.061 -0.448 -0.230
C -2.439 1.122 -1.395 0.066
C 0.260 3.163 2.095 -0.279
C 0.520 4.326 2.828 -0.060
C 1.731 4.453 3.467 -0.090
C 2.675 3.424 3.350 -0.066
C 2.376 2.257 2.675 -0.080
C 1.133 2.082 2.054 -0.209
H -4.007 0.283 -5.512 0.082
H -2.652 1.249 -4.908 0.093
H -4.286 1.917 -4.897 0.074
H -5.772 -0.575 -3.873 0.082
H -6.004 1.031 -3.168 0.074
H -5.550 -0.325 -2.134 0.093
H -3.532 -1.596 -4.013 0.089
H -3.254 -1.377 -2.284 0.087
H -2.081 -0.755 -3.459 0.083
H -4.814 2.953 -2.962 0.106
H -4.131 4.610 -1.292 0.107
H -1.974 0.156 -1.404 0.078
H -0.220 5.118 2.885 0.092
H 1.958 5.342 4.041 0.095
H 3.651 3.539 3.806 0.103
H 3.121 1.473 2.629 0.087
Cl -2.396 -1.675 4.106 0.549
C -3.143 -0.084 4.211 -0.997
Cl -2.291 1.178 3.311 0.609
H -3.156 0.212 5.252 0.018
H -4.143 -0.155 3.800 0.019
B 2.035 -1.159 5.164 -0.412
C 1.174 -0.614 3.950 -0.168
N 0.618 -0.197 3.028 -0.017
H 2.143 -0.270 5.984 -0.005
H 3.113 -1.419 4.648 0.002
H 1.511 -2.153 5.623 -0.007
O 1.096 -2.026 1.228 -0.017
C 2.282 -1.740 1.045 -0.512
N 2.648 -0.450 0.892 -0.114
S 4.153 -0.387 0.203 0.673
O 4.051 -0.191 -1.217 -0.265
O 5.031 0.463 0.950 -0.279
C 4.535 -2.094 0.495 -0.205
C 5.725 -2.766 0.304 -0.029
C 5.730 -4.127 0.588 -0.072
C 4.582 -4.775 1.043 -0.067
C 3.390 -4.080 1.208 0.010
C 3.396 -2.728 0.926 -0.121
H 6.609 -2.254 -0.051 0.121
H 6.643 -4.694 0.455 0.102
H 4.624 -5.831 1.274 0.102
H 2.489 -4.560 1.566 0.125
```

Calculated values
Spin multiplicity: 3
Energy above the lowest of the compared OMol25 structures with the same formula, charge and spin: 41.15 kcal per mole
Expectation value of S²: 2.01
HOMO energy (alpha / beta): -3.9882 / -6.0876 eV
Total energy: -3904.1971 a.u.
Largest force on an atom: 3.63 eV Å⁻¹
Frontier orbital gap (alpha / beta): 6.07 / 8.01 eV
Charge: -1